1.
Entry from the Open Molecules 2025 dataset: C4H8O2S as an isolated structure at a distorted geometry (the ωB97M-V functional and the def2-TZVPD basis).

Element x y z (Å)
C (-0.060, 1.833, -1.101)
C (-0.051, 0.453, -0.482)
C (1.288, -0.015, 0.159)
C (0.183, 0.673, 0.914)
H (0.741, 2.438, -0.814)
H (-0.952, 2.228, -0.953)
H (0.432, 1.890, -2.143)
H (-1.004, -1.051, -2.150)
H (2.286, 0.155, -0.737)
H (1.298, -1.919, -0.177)
H (-0.062, 1.778, 1.165)
H (0.096, -1.047, 1.772)
O (1.565, -1.340, 0.550)
O (-0.471, -0.131, 1.835)
S (-1.235, -0.647, -0.749)

Its orbital gap is 0.3404 Eh. The calculation puts the HOMO energy at -0.322 Eh. As for the net charge: 0. The maximum force comes out at 7.047 eV/Å. Its relative energy (zero: lowest compared OMol25 entry of this formula, charge and spin) is 120.6 kcal/mol.

2.
Entry from the Open Molecules 2025 dataset: one molecule with the formula C4H8O2S at a distorted geometry (the ωB97M-V functional and the def2-TZVPD basis).

Element x y z (Å)
C (-1.939, -0.229, 0.107)
C (0.212, -0.063, -1.295)
C (0.269, 0.527, 1.164)
C (-0.507, 0.527, -0.101)
O (-4.625, -0.231, -0.111)
O (-1.980, -1.565, 0.448)
S (-3.360, 0.585, -0.146)
H (0.473, -1.016, -1.095)
H (-0.367, -0.080, -2.108)
H (1.052, 0.515, -1.628)
H (1.323, 0.389, 0.925)
H (0.024, 1.363, 1.812)
H (0.119, -0.334, 1.687)
H (-0.837, 1.537, -0.235)
H (-1.168, -1.739, 0.956)

Its orbital gap is 0.3362 Eh. The calculation puts the HOMO energy at -0.321 Eh. As for the net charge: 0. The maximum force comes out at 4.118 eV/Å. Its relative energy (zero: lowest compared OMol25 entry of this formula, charge and spin) is 61.0 kcal/mol.

3.
Entry from the Open Molecules 2025 dataset: a 2-piece molecular cluster, C4H8O2S overall at a distorted geometry (the ωB97M-V functional and the def2-TZVPD basis).

Element x y z (Å)
C (0.751, -0.263, -0.619)
C (-2.357, -1.096, 0.600)
C (1.982, 1.233, 0.697)
C (-1.677, -0.258, -0.438)
O (0.743, 0.652, -1.563)
O (1.752, -0.082, 0.305)
S (-2.358, 0.987, -1.217)
H (0.843, -1.309, -0.953)
H (-1.642, -0.931, 1.471)
H (-3.341, -0.730, 0.828)
H (-2.379, -2.200, 0.314)
H (1.167, 1.633, 1.213)
H (2.081, 2.040, -0.083)
H (2.965, 1.340, 1.317)
H (-0.040, 0.548, -2.178)

Its orbital gap (spin up / spin down) is 0.2751 / 0.2751 Eh. The calculation puts the HOMO energy (spin up / spin down) at -0.272 / -0.272 Eh. As for the net charge: 0. The maximum force comes out at 3.916 eV/Å. Its relative energy (zero: lowest compared OMol25 entry of this formula, charge and spin) is 111.1 kcal/mol.

4.
Entry from the Open Molecules 2025 dataset: one molecule with the formula C4H8O2S2 at a distorted geometry (the ωB97M-V functional and the def2-TZVPD basis).

Element x y z (Å)
C (-1.437, 1.375, -0.471)
C (-0.240, 1.577, 0.410)
C (0.695, -0.977, 0.642)
C (0.537, -2.267, -0.157)
O (1.144, 0.405, -1.469)
O (2.188, 1.051, 0.725)
S (-2.309, -0.207, -0.048)
S (1.114, 0.522, -0.050)
H (-2.194, 2.223, -0.536)
H (-1.062, 1.105, -1.423)
H (0.137, 2.600, 0.489)
H (-0.404, 1.239, 1.401)
H (0.243, -0.814, 1.565)
H (1.502, -2.612, -0.403)
H (0.014, -2.160, -1.079)
H (0.072, -3.060, 0.404)

Its orbital gap (spin up / spin down) is 0.2044 / 0.2070 Eh. The calculation puts the HOMO energy (spin up / spin down) at -0.321 / -0.324 Eh. As for the net charge: 0. The maximum force comes out at 4.508 eV/Å. Its relative energy (zero: lowest compared OMol25 entry of this formula, charge and spin) is 125.0 kcal/mol.

5.
Entry from the Open Molecules 2025 dataset: one molecule with the formula C4H8O2S2 at a distorted geometry (the ωB97M-V functional and the def2-TZVPD basis).

Element x y z (Å)
C (1.946, 1.052, -0.857)
C (-0.362, 0.675, 0.741)
C (0.766, -1.197, -0.153)
C (-1.658, 0.539, -0.024)
O (0.706, -2.324, 0.518)
O (-2.293, -0.778, -0.011)
S (0.767, 1.931, 0.379)
S (2.375, -0.470, -0.150)
H (1.299, 0.890, -1.694)
H (2.759, 1.771, -1.053)
H (-0.527, 0.331, 1.816)
H (0.274, -1.256, -1.098)
H (-1.359, 0.625, -1.119)
H (-2.431, 1.200, 0.366)
H (0.445, -2.073, 1.467)
H (-2.708, -0.916, 0.871)

Its orbital gap (spin up / spin down) is 0.3145 / 0.3145 Eh. The calculation puts the HOMO energy (spin up / spin down) at -0.304 / -0.304 Eh. As for the net charge: 0. The maximum force comes out at 3.952 eV/Å. Its relative energy (zero: lowest compared OMol25 entry of this formula, charge and spin) is 91.7 kcal/mol.

6.
Entry from the Open Molecules 2025 dataset: a 2-piece molecular cluster, C4H8O3 overall (the ωB97M-V functional and the def2-TZVPD basis).

Element x y z (Å)
O (0.307, 0.551, 1.335)
C (0.989, 0.408, 0.353)
O (0.574, -0.176, -0.780)
C (2.443, 0.810, 0.266)
O (2.977, 0.844, -1.025)
H (-0.360, -0.445, -0.655)
H (2.524, 1.802, 0.705)
H (2.995, 0.132, 0.932)
H (2.520, 0.172, -1.545)
C (-2.602, -0.298, -0.381)
C (-2.237, -1.175, 0.549)
H (-2.433, 0.763, -0.250)
H (-3.080, -0.602, -1.303)
H (-2.392, -2.239, 0.427)
H (-1.734, -0.853, 1.450)

Its orbital gap is 0.4070 Eh. The calculation puts the HOMO energy at -0.378 Eh. As for the net charge: 0. The maximum force comes out at 0.436 eV/Å. Its relative energy (zero: lowest compared OMol25 entry of this formula, charge and spin) is 35.3 kcal/mol.

7.
Entry from the Open Molecules 2025 dataset: a 2-piece molecular cluster, C4H8O3 overall (the ωB97M-V functional and the def2-TZVPD basis).

Element x y z (Å)
C (-1.176, -1.338, -0.964)
C (0.141, -1.103, -0.269)
O (1.072, -1.878, -0.304)
C (0.301, 0.169, 0.546)
O (-0.768, 1.077, 0.274)
C (-0.949, 2.017, 1.211)
O (-0.296, 2.127, 2.212)
H (-1.248, -0.687, -1.846)
H (-2.003, -1.067, -0.299)
H (-1.244, -2.383, -1.276)
H (0.316, -0.082, 1.613)
H (1.256, 0.642, 0.303)
H (-1.788, 2.666, 0.929)
H (3.002, -0.387, -0.979)
H (3.385, 0.229, -1.150)

Its orbital gap is 0.4020 Eh. The calculation puts the HOMO energy at -0.374 Eh. As for the net charge: 0. The maximum force comes out at 0.533 eV/Å. Its relative energy (zero: lowest compared OMol25 entry of this formula, charge and spin) is 44.4 kcal/mol.

8.
Entry from the Open Molecules 2025 dataset: one molecule with the formula C4H8O3 (the ωB97M-V functional and the def2-TZVPD basis).

Element x y z (Å)
O (1.165, -1.415, -0.644)
C (0.617, -0.771, 0.232)
C (1.447, 0.082, 1.164)
O (2.789, 0.064, 0.793)
C (-0.884, -0.716, 0.352)
C (-1.426, 0.425, -0.529)
O (-1.114, 1.714, -0.044)
H (1.028, 1.099, 1.138)
H (1.300, -0.295, 2.191)
H (2.827, -0.566, 0.052)
H (-1.285, -1.666, -0.013)
H (-1.210, -0.574, 1.390)
H (-0.968, 0.357, -1.518)
H (-2.506, 0.283, -0.645)
H (-1.809, 1.995, 0.561)

Its orbital gap is 0.3948 Eh. The calculation puts the HOMO energy at -0.374 Eh. As for the net charge: 0. The maximum force comes out at 0.482 eV/Å. Its relative energy (zero: lowest compared OMol25 entry of this formula, charge and spin) is 31.2 kcal/mol.